[1]
A 2-piece molecular cluster, C53H58N3O2 overall in a non-equilibrium geometry. Source: the Open Molecules 2025 dataset; level of theory: the ωB97M-V functional and the def2-TZVPD basis.

Each line ends with the Mulliken charge.
Element x y z (Å)
C  -2.784338  -4.324887  -3.604465  -0.83
C  -3.260723  -4.002803  -2.188402  1.03
C  -4.098954  -5.153950  -1.618640  -1.90
C  -3.996074  -2.675313  -2.278954  0.56
C  -5.347587  -2.681193  -2.615779  -0.67
C  -6.015879  -1.487963  -2.871236  -1.37
C  -5.313398  -0.292565  -2.871141  -0.56
C  -3.938061  -0.267270  -2.611799  0.99
C  -3.180186  1.036818  -2.817529  2.50
C  -3.479404  2.010835  -1.689325  -1.45
C  -3.527999  1.639486  -4.182639  -1.62
C  -3.286451  -1.450927  -2.217367  -1.69
N  -1.838377  -1.469352  -2.031677  1.70
N  -1.108299  -1.868017  -3.104843  -0.51
N  0.180957  -1.926035  -2.669861  1.31
C  1.245043  -1.916612  -3.646470  -0.64
C  1.729077  -0.670771  -4.078587  0.29
C  0.955338  0.620504  -3.807925  1.96
C  -0.177620  0.745129  -4.817656  -1.38
C  1.850540  1.854384  -3.777422  -2.04
C  2.875907  -0.676917  -4.868436  -0.67
C  3.428817  -1.881890  -5.310767  -1.56
C  2.824468  -3.097265  -4.997406  -0.25
C  1.724381  -3.140741  -4.139243  0.42
C  1.096992  -4.500265  -3.814961  0.69
C  2.162721  -5.517675  -3.396108  -1.45
C  0.359358  -5.042482  -5.046468  -1.66
C  0.279835  -1.338565  -1.409790  -1.08
C  1.560599  -1.063947  -0.818597  0.94
C  1.740837  0.074062  0.018571  -0.83
C  2.960985  0.288140  0.655624  -1.31
C  3.999762  -0.647423  0.545027  -0.53
C  3.875911  -1.716791  -0.362418  -0.87
C  2.677146  -1.919810  -1.037090  -0.10
C  -0.997573  -1.061504  -0.956096  2.42
C  -1.367096  -0.517773  0.279059  -2.12
H  -2.117724  -3.529552  -3.965233  -0.02
H  -2.265920  -5.291315  -3.651665  0.38
H  -3.652871  -4.362035  -4.280772  0.35
H  -2.403257  -3.832399  -1.524571  0.12
H  -4.561748  -4.873942  -0.666842  0.40
H  -4.882533  -5.465170  -2.319931  0.33
H  -3.436990  -6.008258  -1.443686  0.47
H  -5.883519  -3.630988  -2.690443  0.22
H  -7.081655  -1.494343  -3.085083  0.38
H  -5.823229  0.649357  -3.092339  0.32
H  -2.113340  0.782865  -2.794040  -1.39
H  -3.145426  1.590886  -0.735656  0.25
H  -2.953338  2.951968  -1.876023  0.42
H  -4.558220  2.205769  -1.629886  0.33
H  -3.294899  0.929514  -4.985931  0.35
H  -4.598321  1.871146  -4.235627  0.39
H  -2.960388  2.561099  -4.349132  0.44
H  0.497692  0.533460  -2.815469  -0.41
H  -0.827133  -0.141773  -4.764902  0.19
H  -0.787344  1.639532  -4.629847  0.35
H  0.238469  0.812004  -5.834527  0.46
H  2.709685  1.683254  -3.120045  0.43
H  2.202979  2.094358  -4.786824  0.40
H  1.294381  2.714178  -3.388094  0.43
H  3.331737  0.269103  -5.165803  0.34
H  4.343048  -1.872433  -5.920387  0.37
H  3.214032  -4.033339  -5.409565  0.35
H  0.383140  -4.345133  -2.995832  0.24
H  2.833365  -5.104754  -2.634509  0.30
H  1.693785  -6.426082  -3.001419  0.43
H  2.758488  -5.789542  -4.275988  0.34
H  -0.364959  -4.317131  -5.441013  0.30
H  1.096876  -5.249840  -5.834347  0.44
H  -0.168454  -5.977348  -4.811070  0.42
H  0.882705  0.745076  0.156966  0.73
H  3.092530  1.200665  1.246607  0.79
H  4.900181  -0.531721  1.164360  0.39
H  4.725968  -2.386256  -0.526357  0.44
H  2.560775  -2.762441  -1.728721  0.43
H  -0.563330  -0.484875  1.007923  0.06
H  -2.422223  -0.324428  0.460720  0.34
C  -2.451434  0.169081  9.840579  -0.78
O  -1.684466  -0.855582  9.155486  -0.36
C  -0.976593  -0.488807  8.053343  0.67
C  -0.625185  -1.512875  7.126895  -0.74
C  -0.363570  -1.191897  5.818976  -0.46
C  -0.236276  0.178203  5.393482  0.55
C  0.097994  0.535008  4.055000  -0.44
C  0.744503  1.801221  3.762413  0.18
C  2.115789  1.842722  3.399193  -0.83
C  2.795813  3.040995  3.258024  -0.55
C  2.118878  4.253919  3.414575  0.37
O  2.772733  5.394407  2.905449  -0.39
C  3.275970  6.420352  3.711160  0.84
C  4.522497  6.931088  3.328425  -0.57
C  5.202051  7.758881  4.217605  -0.35
C  4.597199  8.131636  5.425208  -0.54
C  3.284335  7.734650  5.713222  -0.51
C  2.604489  6.862941  4.851817  -0.31
C  0.780023  4.259726  3.833301  -0.28
C  0.099324  3.054555  3.966238  -0.66
C  -0.351733  1.170632  6.424237  -0.22
C  -0.693749  0.862995  7.726807  -0.86
H  -3.065888  -0.399579  10.532332  0.26
H  -1.764624  0.833153  10.375365  0.35
H  -3.082805  0.754179  9.160839  0.38
H  -0.701421  -2.550539  7.456826  0.42
H  -0.235149  -1.981875  5.076095  0.45
H  0.022694  -0.215419  3.273725  0.31
H  2.668401  0.913281  3.267911  0.79
H  3.849331  3.092062  2.983400  0.46
H  4.931768  6.621352  2.369512  0.42
H  6.200072  8.116515  3.948130  0.36
H  5.151729  8.753627  6.131811  0.36
H  2.777545  8.099214  6.611873  0.36
H  1.586512  6.528297  5.054505  0.18
H  0.290604  5.213630  4.019080  0.53
H  -0.955344  3.046345  4.255772  0.76
H  -0.189091  2.212235  6.159918  0.48
H  -0.816639  1.651904  8.477238  0.38

Atoms 1-2, force components in eV/Å:
0.1 -0.1 -0.4
-0.1 0.3 0.2

Summary:
Kohn-Sham gap	2.573	eV
calculated total energy	-64457.318	eV
charge	+1
LUMO energy	-5.344	eV
HOMO	-7.917	eV

---

[2]
C2HBr4F as an isolated structure in a non-equilibrium geometry. Source: the Open Molecules 2025 dataset; level of theory: the ωB97M-V functional and the def2-TZVPD basis.

Each line ends with the Mulliken charge.
Element x y z (Å)
C  -0.208353  -0.504778  -0.554474  -0.64
C  0.324167  0.075145  0.702402  0.14
F  0.574342  -1.419959  -1.144172  -0.14
Br  -0.659328  1.613583  -2.305872  -0.24
Br  2.108627  0.662796  0.652509  0.11
Br  -0.759562  1.685820  1.164556  0.07
Br  -0.212036  -1.340444  2.008848  0.03
H  -1.167858  -0.772163  -0.523797  0.67

Atoms 1-2, force components in eV/Å:
4.0 1.0 -1.7
-1.2 1.4 0.6

Summary:
Kohn-Sham gap	7.127	eV
calculated total energy	-284974.710	eV
charge	0
LUMO energy	-2.538	eV
HOMO	-9.665	eV

---

[3]
C35H30BrN6OV as an isolated structure in a non-equilibrium geometry. Source: the Open Molecules 2025 dataset; level of theory: the ωB97M-V functional and the def2-TZVPD basis.

Each line ends with the Mulliken charge.
Element x y z (Å)
V  -0.544613  0.251814  0.369292  0.13
C  1.218118  2.761300  -0.096198  -1.18
C  0.148766  3.153122  -1.109047  -1.37
C  -1.244193  3.042332  -0.538188  0.67
C  -2.314050  3.662263  -1.174058  -0.87
C  -3.538743  3.721800  -0.536961  -0.70
C  -3.640769  3.214417  0.752913  -0.61
C  -2.547919  2.563218  1.287633  -0.69
N  -1.384399  2.423491  0.641641  0.39
N  1.507951  1.312800  0.025733  1.04
C  2.433949  0.951049  -1.083099  -1.65
C  3.037751  -0.444830  -1.252403  0.56
C  3.610480  -0.741061  -2.488427  -0.77
C  4.268109  -1.946027  -2.660928  -0.57
C  4.343738  -2.835850  -1.600287  -0.66
C  3.738770  -2.469142  -0.412158  -0.48
N  3.104862  -1.310242  -0.245096  -0.13
C  2.199095  1.138596  1.324538  -1.15
C  1.245208  1.168507  2.472670  0.83
C  1.589462  1.806950  3.654670  -1.07
C  0.731797  1.754475  4.739349  -0.61
C  -0.447223  1.039270  4.597848  -1.17
C  -0.720060  0.435949  3.387462  -0.08
N  0.085377  0.497048  2.312206  0.62
H  0.879342  3.104460  0.880969  0.55
H  2.150867  3.292896  -0.324673  0.59
H  0.231351  2.578563  -2.033653  0.25
H  0.308472  4.200686  -1.372768  0.73
H  -2.172836  4.092854  -2.156902  0.53
H  -4.391892  4.181230  -1.017649  0.45
H  -4.554873  3.312107  1.321669  0.48
H  -2.580415  2.150064  2.290080  0.53
H  3.304476  1.624143  -1.018819  0.63
H  1.924498  1.186557  -2.018840  0.58
H  3.550065  -0.028952  -3.302113  0.46
H  4.728178  -2.179279  -3.612350  0.46
H  4.863951  -3.779662  -1.684833  0.44
H  3.764363  -3.109022  0.463538  0.54
H  2.986045  1.892634  1.452158  0.44
H  2.655727  0.154942  1.319535  0.36
H  2.533870  2.329618  3.721224  0.50
H  0.981033  2.250721  5.667065  0.44
H  -1.147262  0.948040  5.416134  0.49
H  -1.630583  -0.137603  3.285391  0.39
Br  1.073798  -1.162329  -6.671758  -0.20
C  0.314036  -0.689486  -4.995423  -0.48
C  -0.576443  0.391645  -4.925864  -0.41
C  -1.092540  0.769155  -3.713048  -0.69
C  -0.716033  0.119430  -2.510203  -0.02
O  -1.168509  0.529079  -1.377173  -0.01
C  0.141749  -1.022137  -2.616484  0.02
C  0.317463  -1.869678  -1.481005  -0.49
N  0.003582  -1.519018  -0.270252  1.19
C  -0.367113  -2.502007  0.658561  0.12
C  0.122238  -3.775560  0.829041  -0.51
C  -0.546752  -4.664005  1.687975  -1.07
C  -1.716717  -4.315267  2.311902  -0.86
C  -2.278765  -3.036120  2.110505  0.57
C  -3.543509  -2.625547  2.590789  -0.79
C  -4.041435  -1.415125  2.183718  -1.08
C  -3.261629  -0.564918  1.390052  -0.28
N  -2.022152  -0.860275  1.016466  0.74
C  -1.561300  -2.116117  1.317598  0.67
C  0.634795  -1.407650  -3.877571  -0.33
H  -0.861536  0.911154  -5.830418  0.46
H  -1.801344  1.585116  -3.645081  0.53
H  0.594260  -2.906306  -1.680692  0.29
H  1.005158  -4.105937  0.297756  0.48
H  -0.147331  -5.660575  1.820602  0.42
H  -2.234236  -5.027797  2.941070  0.43
H  -4.120807  -3.280378  3.230320  0.46
H  -5.035249  -1.099753  2.469907  0.46
H  -3.655538  0.381121  1.050248  0.53
H  1.276016  -2.276962  -3.955808  0.54

Atoms 1-2, force components in eV/Å:
1.3 2.3 0.4
0.0 0.3 -0.2

Summary:
Kohn-Sham gap (alpha / beta)	5.884 / 7.184	eV
calculated total energy	-143497.898	eV
charge	+1
2S+1	4
LUMO energy (alpha / beta)	-2.902 / -3.000	eV
HOMO (alpha / beta)	-8.787 / -10.185	eV

---

The lowest charge belongs to which entry? C2HBr4F

---

Among the records above, which one has the highest calculated total energy? C53H58N3O2

---

What is the calculated total energy in the second record? -284974.710 eV